P) Here is a cluster of 2 separate species, F3HN2 in total from the Open Molecules 2025 dataset. Energies are from ωB97M-V/def2-TZVPD.

The HOMO-LUMO gap (alpha / beta) comes out at 9.84 / 7.84 eV. Its HOMO energy (alpha / beta) is -11.54 / -10.03 eV.

Geometry as XYZ:
```
6
Properties=species:S:1:pos:R:3:nbo_charge:R:1
F 0.6798 0.7294 1.8450 -0.15
F 1.0797 2.4152 0.1638 -0.54
F -1.7644 0.3089 -0.2816 -0.14
N -0.3815 1.2501 1.2430 0.37
N -0.5501 0.4829 0.2233 0.08
H 0.0787 -0.1085 -0.1383 0.38
```


Q) Here is an isolated molecule of F3HN2 from the Open Molecules 2025 dataset. Energies are from ωB97M-V/def2-TZVPD.

The HOMO-LUMO gap comes out at 12.13 eV. As for the structure (SMILES): FNN(F)F. Its HOMO energy is -11.48 eV.

Geometry as XYZ:
```
6
Properties=species:S:1:pos:R:3:nbo_charge:R:1
F -0.3954 -1.1610 1.3403 -0.26
F 1.2824 0.1284 0.8146 -0.21
F -0.4368 0.0861 -1.7949 -0.20
N -0.5024 0.2840 -0.4284 -0.10
N 0.3356 -0.5938 0.1877 0.40
H -0.2835 1.2564 -0.1193 0.37
```


Most stable: Q)


P) Here is a structure of composition C45H46Cl3NO6P2S2Sc from the Open Molecules 2025 dataset. Energies are from ωB97M-V/def2-TZVPD.

The HOMO-LUMO gap comes out at 7.88 eV. Its HOMO energy is -10.35 eV. The total charge is +1.

Geometry as XYZ:
```
106
Properties=species:S:1:pos:R:3:mulliken_charge:R:1
Sc 1.5739 0.3641 0.2525 -0.88
Cl 3.2504 4.6410 1.9536 -0.13
Cl 3.0107 5.0028 -0.9217 -0.14
Cl 0.6844 5.2475 0.7741 -0.10
S 1.4279 1.4977 -3.1139 0.32
S 2.5853 -2.7188 -0.5383 0.50
P -3.0072 1.4430 -0.2165 0.82
P -1.0704 -0.3110 1.2169 2.04
O 1.4760 -1.6756 -0.3748 0.04
O 2.8804 -1.2653 3.7244 -0.66
O 1.8076 -0.0435 2.1758 0.08
O 0.8407 2.4037 0.4427 0.07
O 2.9967 2.1626 0.1737 -0.18
O 1.4658 0.7050 -1.8093 -0.18
N 3.9289 -0.3015 0.6008 0.97
C -3.7834 1.5683 -4.7790 -0.79
C 2.2127 4.4055 0.5436 1.15
C -4.0238 2.6566 -3.9468 -0.62
C -2.6371 -0.3142 0.2663 -1.67
C 1.2412 0.2095 -4.3533 -0.70
C -3.8047 2.5487 -2.5847 -0.72
C 2.5867 -3.6527 1.0143 0.42
C 7.2153 0.4003 -1.8507 -0.76
C -0.6491 -4.5895 2.9104 -0.57
C -2.6528 2.1403 4.7858 -0.61
C -2.5778 0.0916 3.5342 -0.53
C 6.3051 0.0779 0.3606 1.21
C -1.3606 -4.3838 1.7369 -0.64
C -3.3544 1.3538 -2.0137 0.56
C -4.7476 2.1865 1.7668 -0.57
C -0.1837 2.2739 -3.2381 0.68
C -1.7002 2.6882 3.9426 -0.71
C 0.1233 -0.7797 -4.0693 -0.48
C 4.1142 -0.3866 1.8960 0.91
C -5.9678 2.2867 2.4215 -0.61
C 5.9236 0.2385 -2.4002 -0.87
C -0.2353 -2.2230 3.0628 -1.13
C 1.3973 -5.1488 -0.4901 -0.13
C 2.0045 2.8840 0.3712 -0.69
C 7.4010 0.3223 -0.5016 -0.86
C 2.8556 -0.6032 2.7136 -0.11
C 6.4477 -0.0108 1.7670 -0.97
C 4.8473 0.0039 -1.5937 -0.18
C -0.9472 -2.0076 1.8822 0.80
C -0.2507 3.5817 -2.4689 -1.02
C 5.3551 -0.2572 2.5440 -1.25
C -7.1233 1.8342 1.8034 -0.59
C -1.1849 1.9425 2.8881 -0.48
C -4.6755 1.6188 0.4962 0.30
C 2.4228 -5.1210 0.6396 -0.96
C -7.0606 1.2761 0.5324 -0.62
C -3.3440 0.3754 -4.2284 -0.25
C 1.8317 -4.0708 -1.4794 -0.73
C -3.1382 0.2679 -2.8562 -0.48
C -3.0924 0.8369 4.5807 -0.95
C 5.0180 -0.0786 -0.1950 0.07
C -1.4986 -3.1020 1.2190 -0.60
C -5.8417 1.1632 -0.1173 -0.53
C -0.0820 -3.5053 3.5684 -0.90
C -1.6178 0.6377 2.6790 0.83
H -3.9889 3.4070 -1.9462 0.45
H -3.8355 0.4015 5.2359 0.47
H 1.3427 -6.1212 -0.9784 0.49
H 2.0966 -5.6916 1.5088 0.46
H 0.4788 -3.6486 4.4829 0.45
H -3.0524 2.7223 5.6063 0.43
H -2.0606 -2.9690 0.3031 0.24
H -3.8430 2.5428 2.2488 0.52
H 3.8499 -0.1090 -1.9986 0.18
H 1.7158 -3.2732 1.5566 -0.85
H -2.7995 -0.6838 -2.4669 0.20
H 7.4276 0.1229 2.2093 0.46
H -0.4552 2.3850 2.2256 0.17
H 5.3972 -0.3496 3.6191 0.64
H -0.8587 -0.3504 -4.2653 -0.13
H 2.2187 -0.2759 -4.3813 0.45
H -3.1712 -0.4854 -4.8627 0.52
H -4.3826 3.5894 -4.3630 0.43
H 1.1179 0.7363 -5.3027 0.58
H 8.0541 0.5888 -2.5068 0.41
H 2.6041 -4.4262 -2.1632 0.45
H 3.3742 -5.5441 0.3084 0.36
H -6.0138 2.7247 3.4103 0.46
H 0.2112 -1.3905 3.5896 0.62
H -0.9368 1.5535 -2.9149 -0.95
H 0.4099 -4.9116 -0.0952 -0.14
H -2.5980 -0.9932 -0.5830 0.62
H -5.7979 0.7277 -1.1086 0.39
H 1.0279 -3.6221 -2.0623 0.27
H 8.3871 0.4464 -0.0718 0.44
H 0.1596 -1.1073 -3.0287 -0.12
H -0.2458 3.4133 -1.3955 -0.12
H -8.0764 1.9193 2.3092 0.39
H -0.5503 -5.5874 3.3185 0.46
H 5.7900 0.3062 -3.4723 0.45
H -7.9638 0.9269 0.0489 0.43
H -3.4318 -0.6655 0.9267 0.74
H 0.5779 4.2424 -2.7309 0.41
H -1.3500 3.7005 4.1000 0.48
H 3.4888 -3.4129 1.5746 0.54
H 0.2442 -1.6516 -4.7121 0.53
H -3.9526 1.6485 -5.8447 0.40
H -1.1799 4.0869 -2.7288 0.41
H -2.9227 -0.9260 3.3887 0.45
H -1.8207 -5.2213 1.2268 0.47
H -0.3052 2.4372 -4.3142 0.72
```


Q) Here is a structure of composition C45H46Cl3NO6P2S2Sc from the Open Molecules 2025 dataset. Energies are from ωB97M-V/def2-TZVPD.

The HOMO-LUMO gap comes out at 7.60 eV. Its HOMO energy is -10.25 eV. The total charge is +1.

Geometry as XYZ:
```
106
Properties=species:S:1:pos:R:3:mulliken_charge:R:1
Sc 0.2291 -2.0875 0.0144 0.38
Cl -1.5094 -7.0544 -0.3840 -0.15
Cl 1.3786 -7.0843 -0.5616 -0.14
Cl 0.0628 -6.3415 1.9238 -0.12
S -0.0487 -1.1866 -3.4140 0.80
S -2.6431 -3.4059 0.5883 0.47
P 0.2125 0.9567 0.1224 0.88
P 0.8178 2.6291 2.7439 0.11
O -1.8424 -2.1717 0.0897 -0.15
O -0.7486 -4.3744 -1.1472 -0.48
O 0.9331 -4.0561 0.2492 -0.22
O 0.2848 -1.8662 1.9340 -0.16
O 0.2741 -1.6646 -2.0017 -0.03
O 1.4341 -1.2671 3.7708 -0.73
N 2.4749 -1.7637 0.4579 1.19
C -3.2502 4.8053 3.1555 -0.48
C 1.9449 4.6218 4.2565 -0.52
C -3.7070 -3.8386 -0.8143 0.19
C -1.5612 1.2350 0.4954 1.68
C 3.4961 -2.3743 -1.6371 -0.42
C 2.4888 1.1794 -3.2156 -0.35
C 2.7040 5.7412 4.5493 -0.62
C 4.6106 -2.4842 -2.4147 -0.64
C -4.1871 1.4737 1.4570 -1.01
C 3.4996 5.7885 2.2858 -0.72
C -1.6556 -1.9273 -3.6844 -0.39
C -2.3165 5.2837 2.2372 -0.79
C 2.7326 4.6626 1.9931 -0.22
C -0.0240 -6.2703 0.1631 0.91
C 0.0472 2.2753 -2.4884 -0.63
C -2.9657 3.6742 3.9039 -0.55
C 4.8629 -1.5208 0.1925 0.99
C 0.6904 1.4160 -1.5979 0.86
C 5.8808 -2.1000 -1.9187 -0.81
C 1.9279 0.8900 -1.9793 -1.11
C 0.5990 2.5604 -3.7338 -0.83
C -1.1059 4.6293 2.0765 -0.55
C -3.2515 0.7267 2.1580 -0.42
C -0.8134 3.4814 2.8160 0.53
C -4.0008 -2.7029 1.5332 -0.54
C 6.0012 -1.6307 -0.6455 -0.90
C 1.8155 2.0088 -4.1057 -0.79
C 0.9491 -2.1915 -4.4963 -0.74
C -1.7519 3.0134 3.7298 -0.23
C 4.9458 -1.0787 1.5345 -0.94
C -5.0897 -2.3469 0.5317 -0.22
C 0.0473 -4.7867 -0.3006 -0.81
C 1.0222 2.3907 0.9369 -1.49
C -2.7618 -0.9982 -3.1979 -1.22
C -3.8115 2.1099 0.2821 -1.02
C 1.9351 4.0752 2.9704 0.65
C -5.1518 -3.5583 -0.3982 -0.94
C 1.3623 -1.5001 2.5940 0.21
C 3.8280 -1.0561 2.3086 -1.20
C -1.9566 0.5958 1.6757 -0.45
C 0.9219 -3.6883 -4.2101 -0.92
C -2.5079 2.0022 -0.1867 -0.93
C 2.6059 -1.4213 1.7237 0.93
C 3.4815 6.3337 3.5590 -0.49
C 3.6002 -1.8791 -0.3140 -0.25
H -2.2551 2.5346 -1.0831 0.00
H -0.8762 2.7561 -2.2275 0.39
H -5.1989 1.5751 1.8308 0.43
H -5.5601 -4.4176 0.1383 0.36
H 2.0919 2.2129 0.7847 0.89
H 3.8333 -0.7721 3.3514 0.67
H 0.5741 -1.9266 -5.4889 0.74
H -4.1931 5.3212 3.2879 0.41
H -1.2454 -0.0085 2.2304 0.04
H -1.6153 -2.8578 -3.1099 -0.10
H 2.2458 2.2385 -5.0733 0.42
H 6.9698 -1.3482 -0.2495 0.44
H -2.6759 -0.8155 -2.1218 0.14
H -0.3687 5.0360 1.3906 0.41
H -2.5273 6.1787 1.6645 0.43
H -3.6820 3.3062 4.6287 0.44
H 0.9154 -3.8899 -3.1358 -0.07
H 1.8079 -4.1583 -4.6377 0.44
H 6.7555 -2.1969 -2.5491 0.42
H 4.5327 -2.8808 -3.4208 0.46
H -2.7346 -0.0381 -3.7159 0.37
H -6.0389 -2.1383 1.0248 0.51
H -4.5275 2.7144 -0.2619 0.50
H -3.3640 -3.1589 -1.5959 -0.67
H 4.0712 7.2135 3.7831 0.38
H -3.5225 0.2559 3.0959 0.55
H 0.0800 3.2333 -4.4063 0.47
H 3.4554 0.7629 -3.4765 0.56
H -4.7944 -1.4508 -0.0213 0.02
H 1.9500 -1.7630 -4.4015 0.23
H -3.4856 -4.8625 -1.1051 0.48
H 5.9091 -0.7873 1.9387 0.48
H -1.5259 2.1308 4.3196 0.44
H 2.5259 -2.6856 -1.9959 0.59
H 2.6946 6.1507 5.5521 0.39
H 0.0440 -4.1672 -4.6404 0.30
H 1.3413 4.1673 5.0357 0.38
H 4.1092 6.2373 1.5108 0.40
H -1.7309 -2.1639 -4.7472 0.77
H -3.7339 -1.4565 -3.3861 0.45
H 2.7756 4.2588 0.9902 0.30
H 2.4642 0.2404 -1.2957 0.28
H 0.7512 3.2861 0.3737 0.99
H -5.7783 -3.3875 -1.2731 0.40
H -4.3144 -3.4920 2.2219 0.53
H -3.5894 -1.8682 2.0999 0.07
```


Most stable: P)


P) Here is a cluster of 2 separate species, C7H14N2S in total from the Open Molecules 2025 dataset. Energies are from ωB97M-V/def2-TZVPD.

The HOMO-LUMO gap comes out at 9.06 eV. As for the structure (SMILES): CCc1c[nH]cn1.CSC. Its HOMO energy is -8.37 eV.

Geometry as XYZ:
```
24
Properties=species:S:1:pos:R:3:nbo_charge:R:1
S -0.6847 -1.4418 -2.2846 0.18
N 0.2054 2.3602 0.7365 -0.46
N -1.3674 0.8627 0.3347 -0.53
C 0.1290 1.4914 1.8160 0.09
C -0.6839 1.9468 -0.1262 0.16
C -0.6325 -3.1608 -1.7702 -0.76
C 1.2030 1.5116 2.8563 -0.44
C -0.8022 0.5300 1.5410 -0.12
C 2.0554 0.2404 2.9402 -0.61
C 0.9469 -1.2009 -2.9615 -0.75
H 0.9566 -0.2396 -3.4602 0.24
H 1.7541 -1.2483 -2.2197 0.22
H 3.1113 0.4801 2.8358 0.21
H 1.2253 -1.9444 -3.7022 0.21
H 0.7791 1.7278 3.8372 0.21
H -1.8254 0.1686 -0.2340 0.42
H -0.9564 2.5050 -1.0084 0.20
H 1.8552 2.3585 2.6591 0.23
H 0.1642 -3.7114 -2.2686 0.22
H 1.8360 -0.4785 2.1569 0.21
H -0.4865 -3.3356 -0.7078 0.22
H 1.9428 -0.3080 3.8748 0.20
H -1.5555 -3.6301 -2.1204 0.23
H -1.0536 -0.3780 2.0699 0.21
```


Q) Here is a cluster of 2 separate species, C7H14N2S in total from the Open Molecules 2025 dataset. Energies are from ωB97M-V/def2-TZVPD.

The HOMO-LUMO gap comes out at 9.03 eV. As for the structure (SMILES): Cc1c[nH]cn1.CCSC. Its HOMO energy is -8.30 eV.

Geometry as XYZ:
```
24
Properties=species:S:1:pos:R:3:nbo_charge:R:1
S 0.3752 1.7770 1.1811 0.20
N -1.3762 0.1478 -1.5913 -0.52
N -1.7552 -1.9952 -1.6542 -0.47
C -1.0099 1.3964 2.2560 -0.77
C -2.3385 -0.8011 -1.6181 0.14
C 3.0751 0.9813 1.7570 -0.62
C 1.6347 1.1236 2.2876 -0.54
C -0.1520 -0.4414 -1.6384 -0.12
C 0.6327 -2.8706 -1.8143 -0.65
C -0.3840 -1.8076 -1.7366 0.09
H 3.8800 0.7599 2.4471 0.22
H 3.4955 1.7615 1.1309 0.21
H 1.6711 1.6599 3.2507 0.21
H 1.3260 -2.8691 -0.9921 0.22
H 0.7207 0.1614 -1.3631 0.22
H -1.4849 1.1095 -1.8845 0.41
H 3.0866 0.0710 1.1457 0.20
H 0.0768 -3.8091 -1.7863 0.23
H 1.4342 0.0358 2.4141 0.21
H -3.4078 -0.7585 -1.5990 0.21
H -1.5249 0.4655 1.9695 0.22
H -1.6509 2.2743 2.2227 0.23
H 1.1005 -2.8801 -2.8126 0.22
H -0.8629 1.3314 3.3567 0.23
```


Most stable: P)


P) Here is a structure of composition C4H11N4 from the Open Molecules 2025 dataset. Energies are from ωB97M-V/def2-TZVPD.

The HOMO-LUMO gap comes out at 10.13 eV. Its HOMO energy is -13.18 eV. The total charge is +1.

Geometry as XYZ:
```
19
Properties=species:S:1:pos:R:3:nbo_charge:R:1
N -0.4699 1.0461 -0.5423 -0.39
N 0.8907 -0.6797 -0.0668 -0.24
N 1.9994 -1.4563 0.0724 -0.60
N -1.4376 -0.0185 -0.5042 -0.26
C -2.1533 0.1495 0.8680 -0.45
C 1.6743 1.7423 0.0814 -0.68
C -0.7308 -1.2406 -0.7423 -0.09
C 0.7041 0.6683 -0.1465 0.44
H 2.5565 -1.5416 -0.6991 0.37
H 1.9761 -2.1683 0.7291 0.39
H -1.8833 1.2387 1.0691 0.27
H -1.7824 -0.4387 1.6920 0.24
H -3.1853 -0.1950 0.9582 0.25
H -0.4715 -1.3401 -1.8792 0.25
H -1.0662 -2.0614 -0.1500 0.23
H 2.4683 1.8745 -0.6667 0.27
H 2.0900 1.6895 1.1369 0.27
H 0.9777 2.6893 0.0540 0.27
H -2.1567 0.0418 -1.2640 0.45
```


Q) Here is the ion C4H11N4 with charge +1 from the Open Molecules 2025 dataset. Energies are from ωB97M-V/def2-TZVPD.

The HOMO-LUMO gap (alpha / beta) comes out at 7.74 / 7.74 eV. As for the structure (SMILES): [H]/N=N/C(=[NH2+])[C@H](C)NC. Its HOMO energy (alpha / beta) is -13.05 / -13.05 eV. The total charge is +1.

Geometry as XYZ:
```
19
Properties=species:S:1:pos:R:3:nbo_charge:R:1
N 0.2857 2.9318 0.8177 -0.15
N 0.6260 1.9378 0.2212 -0.02
N 1.3936 0.8751 -1.6846 -0.73
N -0.2067 -0.8373 0.6970 -0.62
C -2.0201 0.5222 -0.1039 -0.63
C 0.9812 -1.6624 0.6785 -0.41
C -0.5655 -0.1079 -0.4094 -0.01
C 0.5067 1.0878 -0.6606 0.43
H -2.5736 -0.2735 -0.5224 0.24
H 1.0287 -2.1536 -0.2911 0.20
H 0.9923 0.2932 -2.4304 0.43
H -0.7918 -0.7928 1.5022 0.41
H -2.3148 1.5281 -0.4084 0.24
H 0.5223 3.0553 1.7759 0.37
H 2.1453 1.4437 -1.8251 0.42
H 2.0031 -1.0684 0.7931 0.18
H -2.2465 0.4550 0.9593 0.22
H 0.7704 -2.3601 1.4553 0.23
H -0.6625 -0.6766 -1.4006 0.21
```


Most stable: Q)